Entry 1:
# C4H7NOSi

An isolated molecule of C4H7NOSi (ωB97M-V/def2-TZVPD, OMol25).

Each line ends with the Löwdin charge.
CARTESIAN COORDINATES (ANGSTROEM)
O  -3.584  0.048  -0.582  0.165
C  -2.599  0.170  -1.188  -0.219
C  -1.552  0.520  -1.821  -0.093
C  -0.092  0.462  -1.449  -0.141
C  0.679  0.061  -0.469  -0.301
N  0.577  -0.536  0.770  -0.260
Si  1.528  -0.523  2.269  0.609
H  -1.667  1.149  -2.684  0.109
H  0.465  0.769  -2.320  0.082
H  1.758  0.486  -0.637  0.122
H  -0.445  -0.872  0.896  0.113
H  1.071  -1.825  2.780  -0.082
H  2.869  -0.468  1.316  -0.012
H  0.994  0.558  3.120  -0.092

Computed properties:
Spin multiplicity: 1
Calculated total energy, eV: -15673.668
Charge: 0
SMILES: O=C=C/C=C\N[SiH3]

Entry 2:
# C4H7NP2

An isolated molecule of C4H7NP2 (ωB97M-V/def2-TZVPD, OMol25).

Each line ends with the Löwdin charge.
CARTESIAN COORDINATES (ANGSTROEM)
C  1.885  -0.253  0.142  -0.080
C  0.498  -0.410  0.583  -0.371
N  0.089  -0.942  1.662  -0.331
P  -1.425  -0.727  2.325  0.587
P  -2.339  0.079  0.470  0.672
C  -0.963  0.367  -0.327  -0.628
C  -0.743  1.074  -1.592  -0.172
H  1.963  -0.095  -1.013  0.108
H  2.439  -1.113  0.451  0.058
H  2.365  0.566  0.814  0.121
H  -1.682  -1.998  2.039  -0.143
H  -1.666  1.393  -1.866  0.019
H  -0.379  0.299  -2.360  0.119
H  -0.043  1.759  -1.329  0.040

Computed properties:
Spin multiplicity: 1
Calculated total energy, eV: -24326.308
Charge: 0
SMILES: CC1=N[PH]#P=C1C

Entry 3:
# C4H7NS

A cluster of 2 separate species, C4H7NS in total (ωB97M-V/def2-TZVPD, OMol25).

Each line ends with the Löwdin charge.
CARTESIAN COORDINATES (ANGSTROEM)
C  1.755  0.191  -1.539  0.055
C  0.695  0.211  -0.785  -0.125
N  -0.157  0.179  0.114  -0.060
C  -0.822  1.239  0.841  -0.065
H  1.682  0.092  -2.534  0.019
H  2.661  0.279  -1.098  0.031
H  -0.526  2.164  0.589  0.040
H  -0.458  0.894  1.889  0.132
H  -1.887  1.098  0.993  0.056
C  -1.039  -1.800  0.394  -0.656
S  -2.660  -1.741  0.737  0.486
H  -0.819  -2.121  -0.688  0.035
H  -0.199  -2.006  1.145  0.053

Computed properties:
Spin multiplicity: 1
Calculated total energy, eV: -16582.885
Charge: 0
SMILES: C=C=NC.C=S

Results for ΔE to the lowest compared entry with this formula, charge and spin: 89.5, 30.8, 93.3 (in kcal/mol, following the order of the records).
Results for maximum force: 4.8, 4.8, 5.8 (in eV/A, following the order of the records).
Results for HOMO level: -0.2780, -0.3249, -0.2945 (in Eh, following the order of the records).